[1]
Formula: C47H48GeIrNPS4
Source: OMol25
Level of theory: ωB97M-V/def2-TZVPD

Cartesian coordinates (Å):
1 Ir 0.931 0.089 1.000
2 C 4.738 -0.522 1.863
3 C 4.185 0.041 3.166
4 S 2.445 -0.290 3.506
5 C 2.521 -1.926 4.286
6 C 2.673 -3.119 3.344
7 S 1.336 -3.027 2.138
8 C 1.705 -4.421 1.037
9 C 1.493 -4.028 -0.439
10 S 0.199 -2.787 -0.753
11 C 2.401 -1.193 -1.458
12 C 3.523 -1.458 -0.459
13 S 3.804 0.073 0.439
14 H 4.715 -1.610 1.853
15 H 5.777 -0.209 1.755
16 H 4.268 1.129 3.163
17 H 4.764 -0.325 4.017
18 H 1.581 -2.010 4.835
19 H 3.327 -1.899 5.020
20 H 2.604 -4.044 3.920
21 H 3.642 -3.105 2.841
22 H 1.060 -5.256 1.303
23 H 2.739 -4.730 1.210
24 H 1.170 -4.902 -1.002
25 H 2.421 -3.698 -0.894
26 H 2.633 -0.246 -1.959
27 H 2.451 -1.942 -2.254
28 H 4.440 -1.764 -0.966
29 H 3.238 -2.200 0.282
30 N 3.038 7.171 -0.438
31 C 2.658 6.109 -0.211
32 C 2.174 4.773 0.079
33 C 1.787 3.967 -0.943
34 C 1.230 2.601 -0.690
35 C 1.326 2.132 0.736
36 C 1.727 3.006 1.709
37 C 2.122 4.334 1.431
38 H 1.847 4.319 -1.967
39 H 1.786 1.891 -1.321
40 H 1.777 2.674 2.745
41 H 2.433 5.003 2.222
42 C 0.979 -1.108 -0.864
43 Ge -0.132 -0.315 -2.339
44 C -1.946 -1.016 -2.243
45 C -2.576 -0.995 -0.999
46 C -3.876 -1.451 -0.840
47 C -4.576 -1.927 -1.943
48 C -3.968 -1.942 -3.192
49 C -2.659 -1.493 -3.341
50 C -0.383 1.617 -2.413
51 C -0.290 2.466 -1.176
52 C -0.937 3.809 -1.317
53 C -1.345 4.290 -2.514
54 C -1.244 3.502 -3.688
55 C -0.798 2.159 -3.595
56 C 0.711 -0.874 -4.005
57 C 0.585 -2.185 -4.474
58 C 1.266 -2.604 -5.612
59 C 2.087 -1.717 -6.297
60 C 2.226 -0.413 -5.841
61 C 1.542 0.005 -4.705
62 H -2.022 -0.645 -0.134
63 H -4.340 -1.448 0.141
64 H -5.592 -2.285 -1.828
65 H -4.514 -2.309 -4.054
66 H -2.205 -1.503 -4.325
67 H -0.776 1.944 -0.346
68 H -1.032 4.410 -0.421
69 H -1.766 5.288 -2.576
70 H -1.560 3.902 -4.643
71 H -0.828 1.543 -4.490
72 H -0.037 -2.894 -3.936
73 H 1.157 -3.624 -5.963
74 H 2.615 -2.042 -7.185
75 H 2.868 0.282 -6.371
76 H 1.656 1.029 -4.362
77 C -0.667 0.645 4.039
78 P -1.094 0.202 2.310
79 C -2.334 -1.115 2.610
80 C -2.137 -2.382 2.077
81 C -3.061 -3.398 2.311
82 C -4.184 -3.150 3.082
83 C -4.389 -1.882 3.624
84 C -3.470 -0.872 3.389
85 C -2.166 1.632 1.884
86 C -1.769 2.920 2.245
87 C -2.557 4.020 1.929
88 C -3.744 3.850 1.232
89 C -4.142 2.575 0.854
90 C -3.363 1.474 1.184
91 H -1.548 0.995 4.576
92 H 0.103 1.413 4.058
93 H -0.277 -0.245 4.535
94 H -1.261 -2.574 1.468
95 H -2.901 -4.379 1.878
96 H -4.906 -3.938 3.261
97 H -5.269 -1.682 4.222
98 H -3.653 0.118 3.794
99 H -0.833 3.075 2.765
100 H -2.233 5.013 2.220
101 H -4.354 4.709 0.978
102 H -5.064 2.433 0.304
103 H -3.708 0.486 0.911

Values from the calculation:
Kohn-Sham gap (alpha / beta) = 6.131 / 7.259 eV
energy above the lowest of the compared OMol25 structures with the same formula, charge and spin = 23.75 kJ/mol
maximum force = 0.0100 hartree/bohr
HOMO energy (alpha / beta) = -6.1 / -7.8 eV
lowest unoccupied orbital energy (alpha / beta) = 0.080 / -0.539 eV
2S+1 = 6
total charge = 0
electronic energy = -5989.68629 Ha

[2]
Formula: C47H48IrN6O3S3
Source: OMol25
Level of theory: ωB97M-V/def2-TZVPD

Cartesian coordinates (Å):
1 Ir -1.194 -0.325 1.438
2 C -2.905 0.463 5.301
3 C -2.434 0.458 3.889
4 N -1.461 -0.236 3.393
5 N -0.769 -1.139 4.179
6 C 0.279 -1.819 3.663
7 N 0.941 -2.644 4.452
8 S 0.731 -1.590 2.035
9 C -3.091 1.330 2.888
10 C -4.163 2.159 3.157
11 C -4.608 3.015 2.155
12 C -3.972 3.012 0.925
13 C -2.926 2.124 0.712
14 N -2.501 1.307 1.673
15 H -2.307 -0.121 5.995
16 H -3.929 0.083 5.344
17 H -2.918 1.487 5.674
18 H -1.068 -1.249 5.137
19 H 0.749 -2.747 5.438
20 H 1.708 -3.180 4.074
21 H -4.645 2.147 4.125
22 H -5.435 3.687 2.344
23 H -4.280 3.677 0.132
24 H -2.416 2.053 -0.239
25 C -1.829 -2.139 -7.067
26 C -1.393 -1.722 -5.697
27 C -1.108 -0.389 -5.408
28 C -0.706 -0.004 -4.138
29 C -0.574 -0.971 -3.146
30 C -0.858 -2.311 -3.406
31 C -1.263 -2.672 -4.674
32 S -0.024 -0.381 -1.590
33 O -0.948 -1.053 -0.536
34 C 1.551 -1.160 -1.337
35 C 1.624 -2.544 -1.063
36 C 2.842 -3.127 -0.902
37 C 4.035 -2.361 -0.961
38 C 5.301 -2.965 -0.782
39 C 6.438 -2.213 -0.795
40 C 6.360 -0.812 -0.968
41 C 5.158 -0.199 -1.158
42 C 3.960 -0.961 -1.184
43 C 2.677 -0.371 -1.394
44 C 2.585 1.092 -1.658
45 C 2.948 1.623 -2.918
46 C 3.385 0.797 -3.973
47 C 3.767 1.341 -5.213
48 C 3.715 2.702 -5.430
49 C 3.254 3.546 -4.414
50 C 2.855 3.022 -3.153
51 C 2.370 3.863 -2.156
52 C 1.998 3.334 -0.913
53 C 2.118 1.976 -0.673
54 S 1.678 1.309 0.945
55 O 0.131 1.174 0.794
56 C 1.951 2.674 2.016
57 C 0.909 3.497 2.427
58 C 1.180 4.498 3.343
59 C 2.464 4.675 3.869
60 C 2.736 5.731 4.893
61 C 3.490 3.835 3.423
62 C 3.244 2.824 2.513
63 H -2.219 -1.298 -7.636
64 H -2.593 -2.914 -7.018
65 H -0.983 -2.554 -7.619
66 H -1.224 0.360 -6.181
67 H -0.511 1.039 -3.918
68 H -0.784 -3.059 -2.628
69 H -1.487 -3.710 -4.886
70 H 0.719 -3.133 -1.006
71 H 2.913 -4.193 -0.729
72 H 5.356 -4.036 -0.632
73 H 7.401 -2.686 -0.667
74 H 7.266 -0.221 -0.949
75 H 5.125 0.876 -1.288
76 H 3.430 -0.275 -3.832
77 H 4.104 0.682 -6.003
78 H 4.028 3.119 -6.378
79 H 3.200 4.616 -4.578
80 H 2.287 4.927 -2.338
81 H 1.646 3.995 -0.132
82 H -0.091 3.356 2.036
83 H 0.383 5.156 3.662
84 H 1.851 5.942 5.491
85 H 3.032 6.663 4.405
86 H 3.547 5.438 5.556
87 H 4.492 3.967 3.810
88 H 4.047 2.169 2.197
89 C -5.731 -3.088 -0.086
90 N -4.512 -2.280 0.057
91 C -4.529 -1.055 -0.740
92 C -3.572 -2.424 1.008
93 O -3.012 -1.303 1.361
94 N -3.257 -3.599 1.561
95 C -2.318 -3.668 2.659
96 C -3.765 -4.925 1.188
97 H -6.511 -2.427 -0.456
98 H -6.060 -3.476 0.875
99 H -5.614 -3.898 -0.804
100 H -4.838 -1.318 -1.751
101 H -3.539 -0.615 -0.782
102 H -5.242 -0.334 -0.335
103 H -1.646 -2.830 2.615
104 H -1.736 -4.583 2.556
105 H -2.832 -3.699 3.624
106 H -4.439 -4.894 0.350
107 H -4.276 -5.372 2.041
108 H -2.917 -5.554 0.919

Values from the calculation:
Kohn-Sham gap (alpha / beta) = 6.803 / 4.161 eV
energy above the lowest of the compared OMol25 structures with the same formula, charge and spin = 21.84 kJ/mol
maximum force = 0.0224 hartree/bohr
HOMO energy (alpha / beta) = -17.2 / -17.2 eV
lowest unoccupied orbital energy (alpha / beta) = -10.369 / -13.001 eV
2S+1 = 2
total charge = +4
electronic energy = -3671.64928 Ha

[3]
Formula: C47H50F6N2PS
Source: OMol25
Level of theory: ωB97M-V/def2-TZVPD

Cartesian coordinates (Å):
1 C 1.527 1.528 1.272
2 C 0.999 0.391 0.398
3 P 1.758 -1.195 0.902
4 C 0.649 -1.850 2.183
5 C -0.857 -1.991 1.767
6 N 1.515 -2.249 -0.553
7 C 0.896 -3.413 -0.534
8 C 0.758 -4.214 -1.666
9 C 1.332 -3.743 -2.825
10 C 1.999 -2.503 -2.749
11 C 2.682 -1.968 -3.974
12 C 3.986 -2.784 -4.142
13 C 4.973 -2.330 -5.237
14 S 6.671 -2.633 -4.628
15 N 2.081 -1.766 -1.666
16 H 1.366 1.357 2.333
17 H 0.948 2.415 1.022
18 H 2.565 1.756 1.053
19 H 1.209 0.583 -0.651
20 H -0.082 0.321 0.529
21 H 0.741 -1.147 3.011
22 H 1.005 -2.810 2.548
23 H -0.967 -1.613 0.754
24 H -1.517 -1.475 2.452
25 H -1.087 -3.052 1.742
26 H 0.490 -3.742 0.409
27 H 0.246 -5.161 -1.628
28 H 1.287 -4.312 -3.740
29 H 2.850 -0.900 -3.894
30 H 2.022 -2.164 -4.819
31 H 4.516 -2.703 -3.194
32 H 3.709 -3.832 -4.256
33 H 4.862 -2.970 -6.106
34 H 4.867 -1.289 -5.512
35 H 6.451 -3.736 -3.903
36 F -2.377 1.187 3.185
37 C -3.654 1.054 2.746
38 C -3.903 1.131 1.391
39 C -5.208 0.989 0.943
40 C -6.237 0.778 1.850
41 C -5.964 0.706 3.210
42 C -4.660 0.842 3.665
43 H -3.087 1.305 0.701
44 H -5.422 1.046 -0.115
45 H -7.253 0.672 1.495
46 H -6.765 0.548 3.912
47 H -4.424 0.783 4.718
48 F -6.266 -0.239 5.936
49 C -6.863 -0.055 7.140
50 C -6.243 -0.543 8.271
51 C -6.855 -0.349 9.500
52 C -8.071 0.316 9.579
53 C -8.676 0.795 8.425
54 C -8.068 0.613 7.191
55 H -5.300 -1.066 8.186
56 H -6.381 -0.720 10.399
57 H -8.546 0.462 10.539
58 H -9.624 1.311 8.484
59 H -8.519 0.985 6.281
60 F -0.606 -3.220 5.424
61 C -0.296 -2.159 6.204
62 C 0.404 -2.365 7.375
63 C 0.720 -1.266 8.162
64 C 0.330 0.010 7.776
65 C -0.376 0.192 6.595
66 C -0.689 -0.900 5.799
67 H 0.692 -3.367 7.661
68 H 1.273 -1.408 9.080
69 H 0.577 0.861 8.396
70 H -0.686 1.183 6.292
71 H -1.234 -0.782 4.870
72 F -6.583 3.483 -0.428
73 C -6.289 4.557 0.340
74 C -5.581 4.373 1.511
75 C -5.283 5.483 2.288
76 C -5.699 6.748 1.894
77 C -6.413 6.905 0.714
78 C -6.709 5.804 -0.076
79 H -5.273 3.383 1.807
80 H -4.724 5.359 3.206
81 H -5.467 7.609 2.505
82 H -6.741 7.889 0.406
83 H -7.259 5.906 -1.002
84 F 12.178 0.444 -8.974
85 C 11.463 -0.215 -8.043
86 C 10.242 0.297 -7.652
87 C 9.507 -0.387 -6.695
88 C 10.001 -1.559 -6.140
89 C 11.233 -2.053 -6.546
90 C 11.972 -1.381 -7.509
91 H 9.880 1.217 -8.092
92 H 8.546 -0.002 -6.381
93 H 9.424 -2.085 -5.392
94 H 11.621 -2.965 -6.113
95 H 12.931 -1.752 -7.845
96 F 3.770 0.811 -5.884
97 C 2.919 0.778 -6.938
98 C 1.574 1.003 -6.720
99 C 0.702 0.963 -7.798
100 C 1.178 0.690 -9.072
101 C 2.533 0.460 -9.269
102 C 3.413 0.508 -8.198
103 H 1.220 1.209 -5.718
104 H -0.353 1.147 -7.641
105 H 0.496 0.656 -9.909
106 H 2.908 0.244 -10.259
107 H 4.473 0.341 -8.335

Values from the calculation:
Kohn-Sham gap = 6.065 eV
energy above the lowest of the compared OMol25 structures with the same formula, charge and spin = 0.00 kJ/mol
maximum force = 0.0419 hartree/bohr
HOMO energy = -10.4 eV
lowest unoccupied orbital energy = -4.323 eV
total charge = +1
electronic energy = -3268.92831 Ha

[4]
Formula: C47H50FGeHfN7O3S2
Source: OMol25
Level of theory: ωB97M-V/def2-TZVPD

Cartesian coordinates (Å):
1 Hf 0.045 -0.035 -0.070
2 F 6.444 -0.322 -2.509
3 C 6.082 -0.333 -1.212
4 C 4.762 -0.237 -0.918
5 C 4.341 -0.212 0.414
6 C 2.938 -0.056 0.735
7 O 2.102 -0.011 -0.192
8 C 2.591 0.009 2.108
9 C 3.576 -0.140 3.040
10 N 4.865 -0.338 2.752
11 C 5.830 -0.425 3.841
12 C 6.540 -1.724 4.073
13 C 5.491 -1.255 5.033
14 C 5.291 -0.331 1.424
15 C 6.650 -0.450 1.101
16 C 7.083 -0.436 -0.210
17 N 8.452 -0.589 -0.516
18 C 9.462 -0.048 0.395
19 C 10.587 -1.070 0.541
20 N 10.698 -1.825 -0.767
21 C 10.432 -0.892 -1.920
22 C 8.937 -0.547 -1.908
23 C 1.193 0.307 2.589
24 O 0.831 0.008 3.694
25 O 0.457 0.955 1.676
26 H 4.036 -0.174 -1.724
27 H 3.325 -0.098 4.092
28 H 6.377 0.495 4.003
29 H 7.577 -1.690 4.378
30 H 6.281 -2.553 3.425
31 H 5.804 -0.879 5.996
32 H 4.552 -1.792 5.044
33 H 7.354 -0.582 1.906
34 H 9.059 0.166 1.375
35 H 9.851 0.897 0.003
36 H 10.390 -1.804 1.318
37 H 11.545 -0.592 0.736
38 H 9.981 -2.550 -0.778
39 H 11.605 -2.282 -0.847
40 H 10.708 -1.386 -2.847
41 H 11.077 -0.031 -1.780
42 H 8.399 -1.283 -2.494
43 H 8.804 0.426 -2.382
44 N -0.090 3.659 0.784
45 C -0.069 3.701 -0.539
46 S -0.022 2.299 -1.540
47 N -0.118 4.888 -1.160
48 C -0.200 6.196 -0.575
49 C -1.060 7.112 -1.167
50 C -1.151 8.399 -0.659
51 C -0.386 8.778 0.438
52 C 0.484 7.864 1.012
53 C 0.589 6.573 0.505
54 H -0.049 2.760 1.245
55 H -0.250 4.493 1.324
56 H -0.251 4.824 -2.157
57 H -1.662 6.814 -2.018
58 H -1.827 9.107 -1.120
59 H -0.459 9.783 0.833
60 H 1.103 8.157 1.850
61 H 1.322 5.894 0.922
62 C -3.250 -2.113 1.701
63 N -2.825 -1.020 2.571
64 C -2.774 -1.152 4.036
65 C -2.398 0.267 4.509
66 N -2.356 0.998 3.240
67 C -2.541 0.206 2.183
68 S -2.471 0.782 0.556
69 H -3.624 -2.915 2.333
70 H -2.414 -2.461 1.103
71 H -4.049 -1.776 1.043
72 H -2.022 -1.888 4.312
73 H -3.742 -1.481 4.410
74 H -1.423 0.280 4.987
75 H -3.139 0.694 5.180
76 H -2.102 1.962 3.133
77 C -0.166 -2.067 0.140
78 Ge -0.326 -2.884 -1.605
79 C 1.042 -2.050 -2.772
80 C 1.025 -0.653 -2.867
81 C 1.949 0.074 -3.600
82 C 2.916 -0.616 -4.318
83 C 2.937 -2.008 -4.291
84 C 2.016 -2.716 -3.520
85 C -0.153 -4.802 -1.667
86 C 1.040 -5.415 -1.269
87 C 1.159 -6.800 -1.247
88 C 0.080 -7.594 -1.619
89 C -1.109 -7.000 -2.023
90 C -1.226 -5.612 -2.046
91 C -1.930 -2.393 -2.591
92 C -2.023 -2.783 -3.937
93 C -3.149 -2.483 -4.688
94 C -4.202 -1.774 -4.112
95 C -4.126 -1.379 -2.787
96 C -2.999 -1.698 -2.030
97 H 0.399 -2.707 0.827
98 H 0.207 -0.106 -2.377
99 H 1.904 1.156 -3.626
100 H 3.642 -0.069 -4.908
101 H 3.669 -2.544 -4.884
102 H 2.052 -3.801 -3.504
103 H 1.889 -4.806 -0.969
104 H 2.090 -7.263 -0.939
105 H 0.164 -8.674 -1.589
106 H -1.948 -7.617 -2.322
107 H -2.161 -5.162 -2.364
108 H -1.205 -3.324 -4.405
109 H -3.214 -2.806 -5.720
110 H -5.079 -1.533 -4.701
111 H -4.945 -0.832 -2.334
112 H -2.963 -1.410 -0.988

Values from the calculation:
Kohn-Sham gap = 5.431 eV
energy above the lowest of the compared OMol25 structures with the same formula, charge and spin = 0.00 kJ/mol
maximum force = 0.0394 hartree/bohr
HOMO energy = -10.3 eV
lowest unoccupied orbital energy = -4.871 eV
total charge = +2
electronic energy = -5450.79336 Ha